C27H41IrNP2 as an isolated structure in a non-equilibrium geometry, computed with the ωB97M-V functional and the def2-TZVPD basis.

Spin multiplicity: 6
LUMO energy (alpha / beta) (eV): -5.7 / -7.7
⟨S²⟩: 8.8225
Total charge: +2

Atoms and positions in Å:
P (2.5812, 2.5334, -0.5951)
P (-0.5393, 1.6524, -1.8238)
C (1.9677, 2.7720, -2.3654)
C (0.4877, 3.0565, -2.4897)
H (2.2313, 1.8541, -2.9238)
H (2.5415, 3.5971, -2.7922)
H (0.2154, 4.0346, -2.0500)
H (0.1706, 2.9874, -3.5410)
C (-0.4854, 0.2643, -2.9034)
H (-1.1931, -0.4670, -2.4574)
H (0.5424, -0.1278, -2.9418)
H (-0.8401, 0.6673, -3.8678)
C (-2.1249, 2.4995, -2.0998)
H (-2.0768, 2.8354, -3.1525)
H (-2.2957, 3.3931, -1.4724)
H (-2.9698, 1.8046, -2.0039)
C (4.0491, 1.4901, -1.0065)
H (4.4206, 0.9977, -0.0966)
H (4.8334, 2.1433, -1.4192)
H (3.7736, 0.7373, -1.7708)
C (3.4417, 4.1802, -0.4127)
H (2.7413, 4.9963, -0.2231)
H (4.0122, 4.4163, -1.3152)
H (4.1121, 4.0983, 0.4474)
Ir (-0.4708, -1.4111, -0.2101)
C (-0.7830, 2.5075, 0.6230)
C (0.2017, 1.8149, -0.1225)
C (1.2828, 0.3908, 0.3228)
C (2.0711, 0.8109, 1.5278)
C (2.5260, 2.3113, 1.3960)
C (1.7000, 3.3129, 1.9847)
C (0.8398, 4.2311, 1.2428)
C (-0.6320, 3.6951, 1.3842)
C (-1.3527, -0.5170, 1.4772)
H (-1.8092, 2.1157, 0.5569)
H (-0.7215, 0.3135, -0.2383)
H (1.9550, -0.0563, -0.4564)
H (0.7149, -0.6519, 0.7185)
H (1.4599, 0.6821, 2.4273)
H (2.9657, 0.1929, 1.6882)
H (3.5975, 2.3933, 1.7275)
H (1.4923, 3.2389, 3.0503)
H (1.0484, 4.2843, 0.1496)
H (0.7511, 5.2612, 1.6018)
H (-0.8871, 3.4283, 2.4169)
H (-1.3933, 4.4268, 1.0425)
H (-2.0126, 0.3149, 1.2000)
H (-0.5612, -0.1416, 2.1455)
H (-1.9531, -1.2732, 1.9721)
C (-4.8281, -4.8544, -1.0193)
C (-4.5902, -3.5233, -1.3925)
C (-3.2947, -2.9758, -1.3289)
C (-2.2852, -3.7650, -0.7114)
C (-2.4780, -5.1619, -0.5466)
C (-3.7520, -5.6708, -0.6590)
N (-1.1641, -3.2451, -0.0693)
C (-0.5766, -3.7849, 1.0964)
C (-1.2348, -4.5715, 2.0751)
C (-0.4527, -5.0017, 3.1409)
C (0.8566, -4.5477, 3.3371)
C (1.4545, -3.6972, 2.4078)
C (0.7416, -3.3341, 1.2823)
H (-5.8507, -5.2565, -0.9890)
H (-5.4050, -2.8678, -1.7258)
H (-3.0318, -1.9315, -1.6020)
H (-1.6703, -5.8032, -0.2212)
H (-3.9305, -6.7136, -0.4093)
H (-2.2983, -4.7690, 1.9393)
H (-0.8887, -5.7212, 3.8212)
H (1.3996, -4.8973, 4.2025)
H (2.4719, -3.3386, 2.5164)
H (1.1812, -2.6597, 0.5037)

Forces on atoms 1 to 3 (eV/Å):
P 1.802 2.070 1.092
P 1.397 3.937 1.950
C -0.591 -0.571 -0.113

Löwdin atomic charge list, values in e, 8 entries: number 1, P, carries 0.96; number 2, P, carries 0.87; number 3, C, carries -0.30; number 4, C, carries -0.31; number 5, H, carries 0.09; number 6, H, carries 0.10; number 7, H, carries 0.12; number 8, H, carries 0.10

***

C30H43F5LuP2 as an isolated structure in a non-equilibrium geometry, computed with the ωB97M-V functional and the def2-TZVPD basis.

LUMO energy (eV): -2.9
Total charge: +1

Atoms and positions in Å:
Lu (0.0071, -0.6463, -0.1739)
C (-0.9088, -0.1726, 2.1115)
C (-1.1067, 1.1229, 1.5596)
C (-2.3331, -0.3711, 0.2933)
C (-1.7043, -1.1057, 1.3630)
C (-1.9529, 0.9994, 0.4309)
C (-0.1470, -0.4850, 3.3468)
H (0.5120, 0.3413, 3.6396)
H (0.4620, -1.3939, 3.2357)
H (-0.8389, -0.6610, 4.1857)
C (-1.6518, -2.5776, 1.5514)
H (-0.8353, -2.8637, 2.2274)
H (-1.5397, -3.1270, 0.6031)
H (-2.5763, -2.9369, 2.0173)
C (-3.1870, -0.8804, -0.8073)
H (-4.1986, -1.0939, -0.4421)
H (-2.7972, -1.8041, -1.2532)
H (-3.2981, -0.1308, -1.5996)
C (-2.5182, 2.1256, -0.3543)
H (-3.5399, 2.3605, -0.0113)
H (-2.5920, 1.8855, -1.4238)
H (-1.9279, 3.0450, -0.2513)
C (-0.6599, 2.4088, 2.1463)
H (-1.4587, 2.8660, 2.7535)
H (-0.3949, 3.1385, 1.3695)
H (0.2084, 2.2825, 2.8023)
C (7.3918, 1.2225, 0.1489)
C (7.1046, 1.8823, 1.2813)
C (7.2339, 3.3588, 1.5189)
C (7.2359, 4.2624, 0.2606)
C (6.0134, 4.1317, -0.6045)
C (5.7747, 3.2607, -1.5887)
C (6.7122, 2.2135, -2.1146)
C (7.8569, 1.7817, -1.1644)
H (8.1627, 3.5630, 2.0798)
H (8.1772, 4.1355, -0.2868)
H (6.4113, 3.6872, 2.1739)
H (8.5841, 2.5961, -1.0656)
H (7.3338, 0.1277, 0.1531)
H (6.8408, 1.3049, 2.1743)
H (8.3855, 0.9610, -1.6769)
H (6.1308, 1.3174, -2.3862)
H (4.8396, 3.3550, -2.1576)
H (7.1714, 2.5706, -3.0530)
H (7.2379, 5.3005, 0.6315)
H (5.2553, 4.8954, -0.3840)
P (2.5105, 0.1317, 0.5064)
P (0.6699, 1.2373, -2.0331)
C (3.3343, 0.8385, -1.0173)
C (2.4657, 0.8034, -2.3021)
H (4.2466, 0.2421, -1.1753)
H (3.6587, 1.8664, -0.7798)
H (2.8383, 1.5219, -3.0508)
H (2.4706, -0.2062, -2.7427)
C (-0.2109, 0.7887, -3.5706)
H (-1.2466, 1.1504, -3.4760)
H (-0.2245, -0.3065, -3.6912)
H (0.2575, 1.2434, -4.4540)
C (0.7169, 3.0491, -1.9503)
H (1.3485, 3.4506, -2.7548)
H (1.1283, 3.3674, -0.9827)
H (-0.2985, 3.4479, -2.0630)
C (3.2147, -1.5192, 0.9044)
H (2.6889, -1.9128, 1.7920)
H (4.2817, -1.4220, 1.1425)
H (3.0898, -2.2142, 0.0639)
C (3.0310, 1.1783, 1.8899)
H (2.5210, 2.1481, 1.8364)
H (4.1156, 1.3420, 1.8923)
H (2.7511, 0.6829, 2.8289)
F (-1.5074, -3.4171, -1.5423)
C (-0.2080, -3.5297, -2.0024)
C (0.7576, -2.5638, -1.6922)
C (2.0042, -2.8770, -2.2467)
F (3.1149, -2.0731, -2.0657)
C (2.2785, -4.0103, -3.0204)
F (3.5223, -4.2217, -3.5019)
C (1.2691, -4.9334, -3.2840)
F (1.5152, -6.0353, -4.0150)
C (0.0044, -4.6847, -2.7636)
F (-1.0073, -5.5552, -2.9775)

Forces on atoms 1 to 3 (eV/Å):
Lu 0.112 -0.235 -0.730
C -0.823 0.083 -0.493
C -0.012 -0.693 -0.316

Löwdin atomic charge list, values in e, 8 entries: number 1, Lu, carries 1.43; number 2, C, carries -0.33; number 3, C, carries -0.28; number 4, C, carries -0.34; number 5, C, carries -0.35; number 6, C, carries -0.31; number 7, C, carries -0.04; number 8, H, carries 0.07

***

One molecule with the formula C18H20N2O2, computed with the ωB97M-V functional and the def2-TZVPD basis.

LUMO energy (eV): 0.6
SMILES: Cc1ccc(OCCCn2c(CO)nc3ccccc32)cc1

Atoms and positions in Å:
C (-7.0235, 0.3760, -0.6264)
C (-5.5601, 0.2315, -0.3365)
C (-5.0498, -0.9053, 0.2675)
C (-3.6956, -1.0408, 0.5324)
C (-2.8201, -0.0207, 0.1886)
O (-1.4691, -0.0394, 0.3947)
C (-0.8864, -1.1775, 0.9899)
C (0.6179, -0.9381, 1.0627)
C (1.2168, -0.8107, -0.3427)
N (2.5982, -0.4214, -0.2955)
C (3.7042, -1.2220, -0.3214)
C (3.6702, -2.7022, -0.4922)
O (4.9564, -3.2493, -0.4189)
N (4.8253, -0.5676, -0.2029)
C (4.4738, 0.7532, -0.0757)
C (5.2609, 1.8871, 0.0819)
C (4.6151, 3.1011, 0.1877)
C (3.2234, 3.1998, 0.1391)
C (2.4231, 2.0857, -0.0177)
C (3.0655, 0.8631, -0.1253)
C (-3.3241, 1.1297, -0.4190)
C (-4.6721, 1.2491, -0.6748)
H (-7.5781, -0.4882, -0.2703)
H (-7.1895, 0.4770, -1.6985)
H (-7.4208, 1.2679, -0.1437)
H (-5.7165, -1.7105, 0.5414)
H (-3.3431, -1.9435, 1.0066)
H (-1.0969, -2.0734, 0.3881)
H (-1.2893, -1.3292, 2.0006)
H (0.8014, -0.0121, 1.6102)
H (1.0897, -1.7600, 1.6029)
H (1.1318, -1.7603, -0.8774)
H (0.6594, -0.0476, -0.8931)
H (3.2222, -2.9499, -1.4698)
H (3.0451, -3.1608, 0.2889)
H (5.5746, -2.5042, -0.3632)
H (6.3354, 1.8082, 0.1191)
H (5.1968, 4.0025, 0.3123)
H (2.7629, 4.1725, 0.2282)
H (1.3469, 2.1663, -0.0523)
H (-2.6352, 1.9177, -0.6799)
H (-5.0468, 2.1464, -1.1457)

Forces on atoms 1 to 3 (eV/Å):
C 0.030 0.039 -0.025
C -0.055 -0.128 0.057
C -0.110 0.185 -0.104

Löwdin atomic charge list, values in e, 8 entries: number 1, C, carries -0.06; number 2, C, carries -0.29; number 3, C, carries -0.04; number 4, C, carries -0.02; number 5, C, carries -0.27; number 6, O, carries -0.06; number 7, C, carries -0.21; number 8, C, carries -0.13

***

Going through the records in order, we get E values of -1894.158917; -3586.266080; -957.915987 hartree.
Going through the records in order, we get relative energy (zero: lowest compared OMol25 entry of this formula, charge and spin) values of 136.4; 0.0; 29.7 kcal/mol.